The following is a DFT calculation (wB97M-V/def2-TZVPD) of a structure of composition C23H33AsF6N2OS4Tc.

```
71
Properties=species:S:1:pos:R:3
Tc -0.60070 0.13954 0.19332
C 0.66074 -0.91005 1.78837
C 1.18156 0.42920 1.96096
C 0.06165 1.26320 2.30600
C -1.05981 0.38659 2.39418
C -0.68790 -0.96901 2.17523
C -1.48492 -2.22504 2.48999
C -2.92428 -1.87070 2.86749
C -0.79148 -2.88311 3.69616
C -1.48445 -3.20478 1.31271
C -0.12919 2.76885 2.62586
C 0.96263 3.39454 3.50583
C -0.24361 3.59009 1.33221
C -1.43859 2.95126 3.41403
C 2.69515 0.66043 2.02335
C 3.02562 0.80630 3.52838
C 3.19346 1.87407 1.21938
C 3.49183 -0.57618 1.56995
H 1.27090 -1.77213 1.56165
H -2.02509 0.67378 2.77283
H -2.96697 -1.26932 3.78273
H -3.48710 -2.78996 3.04989
H -3.42930 -1.32310 2.06396
H -0.70134 -2.18661 4.53518
H 0.20828 -3.23970 3.43114
H -1.37778 -3.74190 4.02831
H -2.09858 -2.83950 0.49124
H -1.89652 -4.16420 1.63694
H -0.47901 -3.38797 0.92630
H 1.94906 3.39502 3.05517
H 1.01483 2.90970 4.48377
H 0.68823 4.43655 3.67536
H 0.63741 3.47830 0.69485
H -0.35773 4.65012 1.57963
H -1.11840 3.28521 0.75578
H -1.47750 2.30363 4.29650
H -2.32877 2.76968 2.80357
H -1.49892 3.98416 3.75971
H 2.63825 1.71385 3.97190
H 4.11171 0.81305 3.63611
H 2.63868 -0.04889 4.09449
H 2.59284 2.76797 1.36828
H 3.19804 1.65596 0.15222
H 4.22010 2.10110 1.51763
H 3.32896 -1.42891 2.23575
H 4.55294 -0.32562 1.62250
H 3.28091 -0.88270 0.54642
O 2.04753 2.06254 -5.87627
C 1.62739 1.77326 -4.80596
S 0.07897 2.41881 -4.15217
C 0.18566 1.61740 -2.64001
C 1.29049 0.78861 -2.42088
S 1.50594 -0.08298 -1.00334
S 2.46716 0.66477 -3.67622
S -1.03426 1.84691 -1.48698
N -3.48446 -0.59235 -0.64675
C -4.77406 -0.24482 -0.62050
C -4.89167 0.86976 0.18568
C -3.59262 1.12973 0.61355
N -2.74307 0.23030 0.10697
H -3.05834 -1.35335 -1.15814
H -5.50934 -0.79975 -1.18214
H -5.79066 1.41643 0.42788
H -3.23351 1.92708 1.24942
F -0.99831 -1.33054 -1.16510
As -1.03351 -2.52728 -2.78490
F 0.41418 -1.78489 -3.25426
F -0.18506 -3.57122 -1.76549
F -1.16798 -3.54118 -4.11663
F -2.50086 -3.04318 -2.05541
F -1.89820 -1.21148 -3.41275
```

Output
<S²>: 2.021
HOMO energy (alpha / beta): -10.776 / -12.087 eV
total charge: +1
energy above the lowest of the compared OMol25 structures with the same formula, charge and spin: 0.254 eV
HOMO-LUMO gap (alpha / beta): 6.5 / 6.6 eV
multiplicity: 3
electronic energy: -152095.4370 eV